{"formula": "C4H11NO2", "method": "wB97M-V/def2-TZVPD", "elements": ["O", "O", "N", "C", "C", "C", "C", "H", "H", "H", "H", "H", "H", "H", "H", "H", "H", "H"], "positions_angstrom": [[0.42286, -2.36826, -2.02271], [-1.26975, 3.01759, 0.62226], [0.05395, 1.12036, 0.96086], [0.80496, -2.32932, -0.62463], [1.02477, -0.83057, -0.26965], [-1.25369, 1.57880, 0.49257], [0.29181, -0.32418, 1.00445], [-0.63923, -0.92791, 0.99646], [0.91973, -0.51938, 1.86758], [-1.33777, 1.32272, -0.55461], [-0.07092, -2.69806, -0.11128], [2.07433, -0.64637, -0.03766], [0.56164, -0.18023, -1.01338], [0.16539, 1.43226, 1.91664], [-0.84534, 3.33734, -0.18562], [1.75859, -2.83099, -0.55259], [0.53491, -1.51646, -2.43803], [-2.06115, 1.15861, 1.11158]], "atomic_forces_ev_per_a": [[-0.115, -1.016, 0.096], [-0.295, -1.090, -0.428], [0.202, -0.317, 0.417], [-0.275, 2.661, -1.841], [-0.336, -0.060, 1.630], [0.971, 0.836, 0.716], [-0.445, -0.675, -1.128], [0.074, 0.365, 0.742], [-0.309, -0.275, 0.280], [-0.387, -0.389, -0.231], [0.296, -0.670, 0.584], [0.073, 0.337, -0.918], [0.687, -0.117, -0.513], [-0.095, 0.449, -0.084], [-0.010, 0.145, 0.369], [-0.165, -0.725, 0.563], [0.196, 0.262, 0.097], [-0.068, 0.277, -0.353]], "e_above_lowest_ev": 2.161, "smiles": "OCCCNCO", "homo_energy_ev": -9.271, "orbital_gap_ev": 10.2}